[1]
# C29H74LiN4O17P

C29H74LiN4O17P as an isolated structure (ωB97M-V/def2-TZVPD, the Open Molecules 2025 dataset).

CARTESIAN COORDINATES (ANGSTROEM)
C  47.79  12.58  33.96
N  48.03  12.78  35.45
C  46.92  12.26  36.31
C  49.31  12.10  35.77
C  48.14  14.26  35.94
C  49.00  15.24  35.09
O  50.21  15.53  35.84
H  47.64  11.62  33.85
H  48.43  12.92  33.28
H  46.88  12.95  33.64
H  46.09  12.57  36.22
H  47.10  12.09  37.37
H  46.90  11.34  35.78
H  49.97  12.51  35.15
H  49.26  10.98  35.66
H  49.55  12.24  36.79
H  48.45  14.13  36.84
H  47.15  14.58  35.95
H  48.52  16.23  35.01
H  49.34  14.71  34.24
H  50.01  15.87  36.80
C  48.06  5.38  36.88
N  48.58  4.32  35.98
C  49.11  3.21  36.84
C  47.55  3.75  35.13
C  49.71  5.06  35.18
C  49.30  6.04  34.11
O  50.42  6.75  33.58
H  47.79  4.90  37.79
H  47.54  6.11  36.37
H  48.60  6.09  37.22
H  48.41  2.60  37.29
H  49.66  3.73  37.69
H  49.77  2.51  36.39
H  48.08  3.03  34.49
H  46.90  4.43  34.46
H  46.75  3.03  35.66
H  50.27  4.33  34.69
H  50.33  5.58  35.98
H  48.70  6.78  34.68
H  48.57  5.77  33.32
H  50.58  7.28  34.44
C  46.90  10.26  41.07
N  48.37  10.24  40.76
C  48.63  10.90  39.45
C  48.98  10.90  41.98
C  48.83  8.80  40.70
C  50.46  8.56  40.66
O  50.72  7.23  40.32
H  46.25  9.58  40.50
H  46.61  11.32  40.98
H  46.69  9.91  42.15
H  49.74  10.91  39.12
H  48.27  11.87  39.42
H  48.23  10.24  38.80
H  49.95  11.26  41.48
H  49.12  10.46  43.00
H  48.75  11.70  42.16
H  48.36  8.42  39.80
H  48.60  8.04  41.58
H  50.85  8.96  41.50
H  50.89  9.03  39.88
H  50.43  7.27  39.37
C  52.76  13.07  36.99
N  52.94  13.43  38.43
C  51.78  12.71  39.10
C  54.23  12.88  38.90
C  52.90  15.02  38.61
C  52.98  15.42  40.04
O  52.92  16.86  40.12
H  51.95  13.70  36.50
H  52.37  12.23  36.86
H  53.56  13.07  36.34
H  50.94  12.85  38.84
H  51.55  12.96  40.26
H  51.87  11.88  38.95
H  54.28  11.70  38.86
H  54.44  13.11  40.02
H  54.91  13.41  38.45
H  51.77  15.28  38.46
H  53.75  15.58  38.01
H  53.87  15.22  40.48
H  52.34  15.02  40.60
H  52.04  17.01  40.41
Li  52.11  9.58  35.86
P  50.03  8.50  36.71
O  48.68  8.72  36.56
O  50.93  8.23  35.45
O  50.22  7.42  37.76
O  50.72  9.73  37.03
C  50.59  9.66  32.47
O  51.01  11.06  32.12
C  51.76  11.80  32.98
O  52.38  11.40  33.94
O  51.94  13.08  32.52
C  52.95  13.92  33.07
H  50.24  8.95  31.72
H  49.74  9.59  33.13
H  51.35  9.20  32.93
H  53.84  13.24  33.09
H  52.47  14.40  33.84
H  53.12  14.80  32.51
C  53.35  8.49  38.20
O  54.70  8.39  37.84
C  54.94  9.10  36.72
O  54.13  9.70  36.02
O  56.26  8.94  36.29
C  56.62  9.42  34.96
H  52.63  7.78  37.65
H  53.08  9.52  38.32
H  53.18  8.26  39.24
H  57.78  9.28  34.68
H  56.19  10.38  34.74
H  56.22  8.82  34.31
C  45.65  8.40  37.31
O  44.26  8.06  37.19
C  43.84  6.82  37.28
O  44.63  5.89  37.47
O  42.65  6.71  37.23
C  42.00  5.42  37.32
H  46.30  7.66  37.56
H  45.79  9.15  38.00
H  46.12  8.78  36.26
H  42.32  5.08  38.31
H  42.42  4.92  36.55
H  40.95  5.42  37.12

Values from the calculation:
Relative energy (zero: lowest compared OMol25 entry of this formula, charge and spin): 1.8105 eV
2S+1: 1
HOMO: -11.214 eV
Kohn-Sham gap: 6.1145 eV
Charge: +2

Atomic partial charges in e from the Löwdin method, atoms 1 to 5: 0.090 -0.255 0.059 0.020 -0.038



[2]
# C16H34Br2N2O8

A 5-piece molecular cluster, C16H34Br2N2O8 overall (ωB97M-V/def2-TZVPD, the Open Molecules 2025 dataset).

CARTESIAN COORDINATES (ANGSTROEM)
C  1.53  -2.86  -14.67
C  2.18  -4.01  -14.15
O  1.56  -4.51  -13.01
C  1.76  -5.66  -12.42
O  2.38  -6.58  -12.93
O  1.12  -5.57  -11.25
C  1.56  -6.38  -10.07
H  0.48  -3.02  -14.90
H  2.04  -2.62  -15.60
H  1.73  -2.08  -13.94
H  3.24  -3.85  -13.96
H  2.26  -4.68  -15.01
H  2.40  -5.83  -9.65
H  1.96  -7.37  -10.31
H  0.91  -6.26  -9.21
C  -6.40  -10.03  -3.63
C  -6.46  -8.57  -3.10
O  -5.98  -8.23  -1.80
C  -4.72  -8.53  -1.39
O  -3.91  -9.08  -2.13
O  -4.42  -7.95  -0.23
C  -5.43  -7.43  0.69
H  -6.61  -10.76  -2.85
H  -5.45  -10.34  -4.08
H  -6.93  -10.26  -4.55
H  -7.53  -8.36  -3.15
H  -6.09  -7.88  -3.85
H  -6.34  -8.00  0.85
H  -5.72  -6.42  0.41
H  -5.03  -7.38  1.71
C  -2.43  -7.92  -17.13
O  -2.27  -7.52  -16.03
N  -1.57  -8.75  -17.78
C  -1.94  -9.41  -19.06
C  -0.34  -9.28  -17.03
H  -3.21  -7.65  -17.86
H  -1.75  -10.47  -18.86
H  -1.33  -9.17  -19.93
H  -2.96  -9.20  -19.38
H  -0.49  -10.28  -16.61
H  0.54  -9.24  -17.67
H  -0.24  -8.65  -16.15
C  -0.97  -2.62  -6.08
O  0.00  -3.40  -5.78
N  -2.21  -2.75  -5.48
C  -3.20  -1.75  -5.69
C  -2.57  -3.82  -4.56
H  -0.93  -1.84  -6.86
H  -3.23  -1.47  -6.74
H  -3.20  -0.99  -4.90
H  -4.16  -2.27  -5.65
H  -3.55  -4.28  -4.69
H  -1.97  -4.70  -4.81
H  -2.38  -3.59  -3.51
Br  -3.82  -3.80  -10.62
C  -4.18  -5.76  -10.24
C  -3.93  -6.06  -8.74
Br  -3.65  -8.01  -8.44
H  -3.44  -6.34  -10.80
H  -5.14  -6.02  -10.68
H  -4.68  -5.70  -8.04
H  -2.94  -5.63  -8.58

Values from the calculation:
Relative energy (zero: lowest compared OMol25 entry of this formula, charge and spin): 3.3119 eV
SMILES string: CCOC(=O)OC.CCOC(=O)OC.CN(C)C=O.CN(C)C=O.BrCCBr
2S+1: 1
HOMO: -9.290 eV
Kohn-Sham gap: 9.6691 eV
Charge: 0

Atomic partial charges in e from the natural (NBO) method, atoms 1 to 5: -0.614 -0.064 -0.506 0.998 -0.644



[3]
# C9H20N2OS

A 2-piece molecular cluster, C9H20N2OS overall (ωB97M-V/def2-TZVPD, the Open Molecules 2025 dataset).

CARTESIAN COORDINATES (ANGSTROEM)
C  1.53  -0.21  2.47
C  2.32  -1.36  1.99
C  1.67  -2.27  0.81
H  0.74  -2.47  1.19
C  1.92  -1.45  -0.44
N  0.72  -0.74  -0.57
C  -0.41  -1.11  -1.15
N  -1.28  -0.17  -1.67
H  -2.04  -0.60  -2.16
C  -1.68  1.13  -0.91
C  -2.99  1.38  -1.62
H  -2.72  1.65  -2.68
H  -3.20  2.69  -1.03
H  -3.82  0.77  -1.43
C  -1.77  0.92  0.53
H  -2.18  1.75  1.20
H  -2.69  0.26  0.88
H  -0.98  0.50  1.17
C  -0.64  2.13  -1.34
O  0.43  1.94  -0.23
H  1.24  2.72  -0.53
H  -1.08  2.94  -1.00
H  -0.29  1.90  -2.26
S  -0.66  -2.73  -1.98
H  0.89  0.14  -0.57
H  1.68  -2.41  -1.25
H  2.77  -0.96  -0.48
H  2.29  -3.33  0.75
H  3.41  -1.21  1.88
H  2.46  -2.06  3.00
H  2.07  0.21  3.19
H  1.71  0.56  1.57
H  0.56  -0.50  2.67

Values from the calculation:
Relative energy (zero: lowest compared OMol25 entry of this formula, charge and spin): 8.1227 eV
2S+1: 1
HOMO: -7.608 eV
Kohn-Sham gap: 7.7521 eV
Charge: 0

Atomic partial charges in e from the natural (NBO) method, atoms 1 to 5: -0.606 -0.387 -0.375 0.216 -0.257



[4]
# C20H23ClN2Ti

C20H23ClN2Ti as an isolated structure (ωB97M-V/def2-TZVPD, the Open Molecules 2025 dataset).

CARTESIAN COORDINATES (ANGSTROEM)
C  -1.97  -4.34  -1.93
C  -1.65  -5.21  -0.78
C  -3.36  -3.87  -2.12
C  -1.06  -4.36  -3.09
Cl  -1.30  -2.02  -0.92
H  -4.00  -4.66  -2.55
H  -3.40  -3.01  -2.79
H  -3.81  -3.58  -1.16
H  -1.97  -6.25  -0.97
H  -2.15  -4.87  0.13
H  -0.57  -5.23  -0.59
H  -1.25  -5.24  -3.73
H  -0.01  -4.42  -2.77
H  -1.18  -3.46  -3.71
C  -0.25  1.21  1.92
C  -1.60  1.42  1.48
C  -2.27  0.15  1.49
H  -2.06  2.38  1.26
C  -1.33  -0.84  1.95
C  -0.07  -0.18  2.18
H  0.84  -0.65  2.54
H  0.50  1.98  2.12
H  -3.33  -0.02  1.27
H  -1.54  -1.89  2.14
C  1.24  1.14  -1.03
C  0.27  2.13  -0.69
C  -0.93  1.86  -1.44
H  0.44  3.00  -0.05
C  -0.67  0.74  -2.29
C  0.68  0.29  -2.03
H  1.21  -0.52  -2.53
H  2.25  1.08  -0.62
H  -1.84  2.45  -1.40
H  -1.35  0.35  -3.05
Ti  -0.60  0.07  -0.08
N  2.42  3.37  5.44
C  2.71  3.42  4.30
C  3.03  3.50  2.90
C  3.19  4.75  2.26
C  3.46  4.78  0.90
C  3.50  3.56  0.21
N  3.24  2.40  0.80
C  3.08  2.33  2.12
H  3.11  5.67  2.86
H  3.62  5.70  0.35
H  3.73  3.54  -0.86
H  2.98  1.34  2.56

Values from the calculation:
Relative energy (zero: lowest compared OMol25 entry of this formula, charge and spin): 0.0000 eV
2S+1: 1
HOMO: -14.662 eV
Kohn-Sham gap: 6.5567 eV
Charge: +2

Atomic partial charges in e from the natural (NBO) method, atoms 1 to 5: 0.664 -0.779 -0.772 -0.778 -0.354



[5]
# C3H7BrN4

C3H7BrN4 as an isolated structure (ωB97M-V/def2-TZVPD, the Open Molecules 2025 dataset).

CARTESIAN COORDINATES (ANGSTROEM)
C  0.09  1.36  0.87
C  0.65  -0.79  0.08
C  -1.32  0.61  -0.93
N  -0.85  1.62  0.04
N  -0.40  -0.26  -1.38
N  0.72  0.20  0.95
N  1.11  -1.94  0.20
Br  -3.06  -0.25  0.22
H  0.49  2.20  1.45
H  -1.75  1.15  -1.83
H  -1.40  2.46  0.24
H  -0.74  -1.13  -1.95
H  1.45  -0.11  1.60
H  0.63  -2.57  -0.49
H  1.72  -2.38  0.99

Values from the calculation:
Relative energy (zero: lowest compared OMol25 entry of this formula, charge and spin): 3.0409 eV
2S+1: 1
HOMO: -17.963 eV
Kohn-Sham gap: 7.8782 eV
Charge: +2

Atomic partial charges in e from the natural (NBO) method, atoms 1 to 5: 0.427 0.733 0.101 -0.440 -0.553



[6]
# C10H13N4O

A 2-piece molecular cluster, C10H13N4O overall (ωB97M-V/def2-TZVPD, the Open Molecules 2025 dataset).

CARTESIAN COORDINATES (ANGSTROEM)
C  3.04  -1.61  -0.81
C  3.83  -0.53  -0.49
C  1.66  -1.44  -0.86
C  -2.54  -1.45  -0.58
C  3.24  0.71  -0.22
C  1.81  0.76  -0.27
C  -2.66  0.82  -0.48
C  -2.00  -1.49  0.81
C  -1.31  -0.17  1.02
C  -3.42  2.03  -0.80
N  -2.93  -0.33  -1.07
N  1.07  -0.28  -0.59
N  -1.60  0.90  0.38
N  3.94  1.81  0.11
O  1.21  1.91  0.05
H  3.47  -2.57  -1.02
H  4.91  -0.62  -0.43
H  1.00  -2.24  -1.13
H  -2.55  -2.33  -1.21
H  -2.78  -1.59  1.57
H  -1.32  -2.33  0.95
H  -0.54  -0.11  1.77
H  -4.35  1.78  -1.31
H  -2.82  2.66  -1.46
H  -3.61  2.61  0.10
H  0.24  1.80  0.04
H  4.95  1.80  0.11
H  3.46  2.69  0.24

Values from the calculation:
Relative energy (zero: lowest compared OMol25 entry of this formula, charge and spin): 0.8821 eV
2S+1: 1
HOMO: -10.379 eV
Kohn-Sham gap: 4.1519 eV
Charge: +1

Atomic partial charges in e from the natural (NBO) method, atoms 1 to 5: -0.243 -0.226 -0.027 0.328 0.126



Question: The highest Kohn-Sham gap belongs to which entry?
Answer: C16H34Br2N2O8



Question: Which value of relative energy (zero: lowest compared OMol25 entry of this formula, charge and spin) does entry 3 give?
Answer: 8.1227 eV



Question: Look up the 2S+1 of the second one.
Answer: 1